(1)
The following is a quantum chemistry calculation of a structure of composition C44H41Cl2N7O3S2TeTi in a non-equilibrium geometry, from the OMol25 dataset.

Last column: Mulliken charge in e.
Positions of all 101 atoms, in Å:
Ti -1.36783 0.77550 -0.38421  -1.593
C 0.06708 2.46118 -5.90346  -0.797
C 0.85160 2.83565 -4.64623  -0.205
N -0.02938 3.38510 -3.62250  -0.116
C -0.79889 2.58542 -2.83743  0.133
S -1.49899 3.28811 -1.42751  -0.511
N -1.08408 1.36925 -3.25020  -1.172
N -1.75623 0.61013 -2.34944  1.520
C -2.40306 -0.43211 -2.80359  0.572
C -2.56053 -0.69610 -4.26794  -1.787
C -2.91062 -1.30050 -1.79114  0.291
C -3.71667 -2.41879 -2.05502  -0.940
C -4.23740 -3.15567 -1.02274  -0.868
C -3.93356 -2.76428 0.28165  -1.168
C -3.07089 -1.71375 0.47316  -0.224
N -2.53890 -0.97521 -0.51686  1.287
H 0.71891 1.96138 -6.62167  0.357
H -0.36096 3.35009 -6.36962  0.306
H -0.73990 1.78972 -5.62402  -0.025
H 1.59170 3.60098 -4.88424  0.526
H 1.36873 1.95997 -4.24801  0.067
H 0.27176 4.21564 -3.14332  0.281
H -2.41214 0.23277 -4.81277  0.289
H -3.55330 -1.08519 -4.49192  0.537
H -1.81447 -1.41766 -4.60801  0.230
H -3.91824 -2.68637 -3.08203  0.454
H -4.86030 -4.02030 -1.20833  0.431
H -4.34248 -3.28329 1.13577  0.500
H -2.80118 -1.44510 1.48070  0.571
C 6.07791 -1.24964 2.23872  -1.798
C 4.87791 -0.75739 1.47710  1.250
C 3.73237 -0.34473 2.15025  -0.946
C 2.63756 0.14820 1.45762  0.120
C 2.71307 0.25644 0.07653  0.222
C 3.84525 -0.13779 -0.61183  -0.753
C 4.92131 -0.65779 0.08981  -0.917
S 1.35653 0.96954 -0.82651  0.914
O 0.45634 -0.10782 -1.25302  -0.007
O 1.94082 1.72866 -1.90755  -0.827
N 0.42674 1.79445 0.15520  1.263
C 0.88291 2.90955 0.83460  -0.147
C 2.21095 3.31510 0.81400  -0.504
C 2.64657 4.44151 1.52113  -1.043
C 1.77307 5.21469 2.23071  -0.923
C 0.40685 4.87321 2.25666  1.230
C -0.55671 5.66061 2.92432  -0.870
C -1.86613 5.28000 2.90885  -1.128
C -2.21418 4.09610 2.23494  -0.108
N -1.35382 3.33715 1.60764  0.425
C -0.05432 3.70577 1.58718  -0.621
H 5.78528 -1.66380 3.20246  0.374
H 6.76313 -0.41844 2.42192  0.300
H 6.61281 -2.01025 1.67104  0.409
H 3.69887 -0.39903 3.23133  0.298
H 1.75992 0.49932 1.97959  0.332
H 3.87502 -0.01616 -1.68625  0.502
H 5.80986 -0.97780 -0.44061  0.370
H 2.91964 2.75567 0.22356  0.636
H 3.69859 4.69728 1.49122  0.416
H 2.11194 6.09711 2.75968  0.377
H -0.23637 6.56074 3.43633  0.395
H -2.63370 5.86028 3.40353  0.439
H -3.25078 3.77120 2.21084  0.315
Cl -1.29399 0.04205 4.49649  -0.248
C -2.62499 0.54142 3.51442  0.598
C -3.88011 0.75249 4.08774  -0.524
C -4.94839 1.11151 3.30177  0.685
Cl -6.50972 1.32223 4.03884  -0.309
C -4.81392 1.32321 1.91365  0.144
C -5.83912 1.70404 1.02491  -1.304
C -5.51952 1.91573 -0.29632  -1.318
C -4.21370 1.74250 -0.74558  -0.382
N -3.22473 1.35340 0.05617  1.288
C -3.52226 1.14446 1.36857  0.052
C -2.41350 0.69616 2.14635  -0.329
O -1.31190 0.43523 1.51431  0.322
H -4.00948 0.62740 5.15333  0.494
H -6.84791 1.83463 1.38817  0.518
H -6.28016 2.22471 -0.99974  0.475
H -3.94873 1.92772 -1.77638  0.485
C 4.22028 -6.88557 -0.29843  -1.535
C 3.34735 -5.69377 -0.00015  0.827
C 2.64268 -5.03956 -0.99849  -1.132
C 1.78553 -3.97778 -0.72012  1.254
C 1.03895 -3.34492 -1.86112  -1.301
C 1.59455 -3.55149 0.60552  -0.190
Te 0.14107 -2.04181 1.09233  0.156
C 2.34310 -4.18435 1.61457  1.251
C 2.19348 -3.77514 3.05395  -1.798
C 3.20248 -5.23037 1.30108  -1.048
H 4.17677 -7.14217 -1.35704  0.339
H 3.89294 -7.75473 0.27636  0.327
H 5.26124 -6.68542 -0.03394  0.318
H 2.74360 -5.38049 -2.02524  0.214
H 1.41396 -3.71213 -2.81960  0.330
H 1.12817 -2.26208 -1.84774  -0.038
H -0.02795 -3.57635 -1.78816  0.268
H 2.23230 -2.68945 3.14317  0.202
H 2.97226 -4.22078 3.67666  0.379
H 1.21578 -4.08616 3.42840  0.286
H 3.74861 -5.72288 2.10119  0.298

As for the expectation value of S²: 0.78. Its energy above the lowest of the compared OMol25 structures with the same formula, charge and spin is 0.0000 eV. The gap between HOMO and LUMO (alpha / beta) comes out at 4.749 / 4.287 eV. Its spin multiplicity is 2. The largest force on an atom comes out at 3.16 eV Å⁻¹. The value obtained for the HOMO energy (alpha / beta) is -2.90 / -2.89 eV. As for the net charge: -1.



(2)
The following is a quantum chemistry calculation of a cluster of 2 separate species, C3F2IN in total in a non-equilibrium geometry, from the OMol25 dataset.

Last column: Mulliken charge in e.
Positions of all 7 atoms, in Å:
C -1.07917 -1.21786 -0.01888  0.456
C -0.60501 0.05401 -0.26457  -0.033
C 1.48066 0.81832 0.41758  0.003
N -1.56321 -2.23680 -0.20640  -0.308
F -1.23210 1.15828 -0.12217  -0.127
F 1.51159 2.04345 -0.11034  -0.099
I 3.16860 -0.37796 -0.04808  0.108

Its energy above the lowest of the compared OMol25 structures with the same formula, charge and spin is 3.2433 eV. The gap between HOMO and LUMO (alpha / beta) comes out at 7.110 / 7.429 eV. Its spin multiplicity is 1. The largest force on an atom comes out at 4.70 eV Å⁻¹. The value obtained for the HOMO energy (alpha / beta) is -9.28 / -9.11 eV.



(3)
The following is a quantum chemistry calculation of a cluster of 11 separate species, C44H121N11O11 in total in a non-equilibrium geometry, from the OMol25 dataset.

Last column: Mulliken charge in e.
Positions of all 187 atoms, in Å:
C 0.04861 -2.70214 8.05080  -0.596
O -0.23411 -1.32116 7.60753  -0.407
C 0.61908 -1.01182 6.45355  0.380
C 0.58695 0.46152 6.11094  0.122
C -0.83387 0.90287 5.70197  -1.089
N 1.61313 0.83796 5.16596  -0.460
H -0.75202 -2.94258 8.82561  0.249
H 1.04848 -2.83987 8.50534  0.301
H -0.05236 -3.45158 7.17007  0.151
H 1.70369 -1.22530 6.71920  0.499
H 0.31500 -1.61058 5.62464  -0.729
H 0.88723 0.88332 7.05617  0.466
H -1.04721 2.01669 5.79035  0.208
H -1.49649 0.53469 6.46842  0.503
H -0.96239 0.46530 4.72086  0.105
H 2.02479 1.75929 5.39323  0.301
H 1.12302 0.91421 4.22837  -0.061
C -5.50910 2.11894 2.90434  -0.732
O -5.63514 1.78299 1.56164  -0.225
C -5.92776 2.90398 0.74045  -1.108
C -4.71942 3.81644 0.65868  0.741
C -5.15004 4.96420 -0.30791  -1.558
N -3.53194 3.13533 0.18232  0.203
H -5.44067 1.12962 3.31864  0.262
H -6.34458 2.73006 3.26041  0.349
H -4.61706 2.71440 3.14257  0.235
H -6.04719 2.48834 -0.26405  0.298
H -6.85913 3.38409 1.00696  0.445
H -4.50932 4.22802 1.63078  0.319
H -5.79528 5.65388 0.17853  0.450
H -5.70785 4.56785 -1.14803  0.319
H -4.17030 5.36018 -0.64738  0.341
H -3.56814 2.11633 0.53046  -0.090
H -2.71528 3.46007 0.82510  -0.235
C -3.00227 0.70157 -2.43257  -0.841
O -3.40673 -0.38454 -1.58853  0.344
C -4.77755 -0.42135 -1.25107  -1.280
C -5.06306 -1.83737 -0.95927  1.681
C -4.74195 -2.74200 -2.16962  -1.161
N -6.58566 -2.01187 -0.69861  -0.845
H -3.30929 1.64591 -1.98990  0.207
H -3.43050 0.71221 -3.40558  0.485
H -1.93402 0.62351 -2.45908  -0.161
H -4.96887 0.34165 -0.45863  -0.194
H -5.35964 -0.19254 -2.14870  0.796
H -4.60637 -2.08394 -0.01389  -0.225
H -4.89178 -3.79698 -1.91598  0.363
H -3.71834 -2.50424 -2.37028  0.110
H -5.29807 -2.49051 -3.12610  0.333
H -7.04325 -1.64144 -1.50809  0.328
H -6.99125 -1.38303 0.01807  0.255
C -3.30132 -3.07714 -7.05667  -0.660
O -1.88689 -3.03832 -7.06385  -0.409
C -1.50861 -2.31684 -5.89206  -1.045
C 0.04071 -2.33402 -5.72029  1.854
C 0.74927 -1.77275 -7.02058  -1.441
N 0.49052 -3.65852 -5.28756  -0.487
H -3.67338 -2.99323 -8.08102  0.264
H -3.64672 -2.14687 -6.52874  0.270
H -3.62899 -4.01689 -6.56282  0.239
H -1.89890 -1.31754 -5.99925  0.501
H -1.88804 -2.79028 -4.97810  0.448
H 0.25763 -1.69460 -4.82869  -0.833
H 0.39107 -2.31324 -7.86249  0.404
H 1.84756 -1.99119 -6.84538  0.319
H 0.63010 -0.67951 -7.21217  0.288
H 1.34511 -3.68066 -4.78748  0.112
H 0.42301 -4.39504 -5.96106  0.191
C -3.26934 3.67274 -4.81938  -0.777
O -2.15940 3.00234 -4.33455  -0.213
C -1.45417 3.83027 -3.44721  -0.620
C -0.02143 3.27946 -3.19312  2.594
C 0.75007 3.92675 -2.00110  -0.561
N 0.83107 3.29473 -4.40157  -0.632
H -3.10559 4.74126 -4.93631  0.378
H -4.25583 3.52355 -4.28824  0.211
H -3.45147 3.22033 -5.78524  0.275
H -1.25722 4.84774 -3.84962  0.585
H -1.96647 3.92452 -2.44623  -0.028
H -0.09181 2.23311 -2.83454  -1.879
H 1.72366 3.50157 -2.05282  -0.134
H 0.21702 3.47840 -1.14416  -0.138
H 0.86664 5.04535 -2.09353  0.509
H 0.87439 4.22615 -4.66941  0.306
H 0.30335 2.85566 -5.12582  0.261
C -2.62763 -3.02898 5.06681  -0.711
O -3.12403 -2.92467 3.77759  -0.507
C -1.99686 -3.00052 2.86104  0.136
C -2.40277 -2.54188 1.48789  0.255
C -1.25825 -2.84251 0.55513  -0.597
N -2.73064 -1.09765 1.46840  -0.440
H -1.95532 -2.20013 5.28934  0.155
H -2.02188 -3.93136 5.24002  0.291
H -3.34828 -3.11969 5.82456  0.472
H -1.16644 -2.35795 3.14887  -0.652
H -1.65878 -4.06694 2.81873  0.285
H -3.26156 -3.16846 1.17517  0.692
H -0.34954 -2.50803 1.14191  -0.205
H -1.30527 -2.23837 -0.35452  0.012
H -1.24319 -3.92442 0.39642  0.769
H -3.39183 -0.89436 2.23590  0.216
H -3.22858 -0.94674 0.54886  -0.488
C 5.75598 0.17432 0.30413  -0.778
O 5.16073 0.34856 -0.91205  0.222
C 5.40310 1.65207 -1.31642  -1.404
C 4.50037 2.00205 -2.41192  3.317
C 4.66007 0.93384 -3.53512  -1.900
N 4.83011 3.37134 -2.85424  -0.771
H 5.60738 -0.93891 0.58698  -0.022
H 5.23700 0.68807 1.12169  0.241
H 6.82834 0.43110 0.31375  0.424
H 5.23175 2.29764 -0.45084  0.413
H 6.43796 1.78056 -1.68032  0.332
H 3.49294 2.09335 -2.02815  -1.720
H 4.04842 1.16063 -4.35222  0.567
H 4.35205 -0.05671 -3.23419  0.073
H 5.69445 0.91670 -3.73821  0.526
H 4.08473 3.81735 -3.37866  0.298
H 5.67895 3.34983 -3.39718  0.287
C 1.02236 -3.72361 -1.49830  -0.287
O 2.18888 -3.67256 -2.25291  -0.381
C 3.42155 -3.46106 -1.52214  0.196
C 4.55249 -3.17062 -2.59918  0.567
C 5.00401 -4.43867 -3.32050  -1.735
N 5.66479 -2.46557 -2.14195  -0.510
H 0.87073 -2.78208 -0.95068  0.062
H 1.13942 -4.53419 -0.70830  0.103
H 0.16997 -3.96734 -2.18149  0.356
H 3.36632 -2.55338 -0.84216  -0.387
H 3.59189 -4.38876 -0.95814  0.521
H 4.15949 -2.53048 -3.39189  0.024
H 5.65023 -4.09738 -4.11207  0.496
H 4.19398 -4.96810 -3.75854  0.338
H 5.63856 -5.15824 -2.70685  0.343
H 6.33124 -3.02926 -1.71976  0.287
H 5.49257 -1.58873 -1.64258  0.046
C 3.87316 4.82705 3.03218  -0.663
O 2.57687 4.93013 3.55958  -0.369
C 1.57021 5.33904 2.56640  -0.598
C 0.27123 5.29200 3.38148  1.529
C -0.92808 5.64308 2.51804  -1.439
N 0.43787 6.33919 4.36833  -0.852
H 4.11408 3.84760 2.56693  0.083
H 4.49913 5.04651 3.90116  0.311
H 4.12375 5.63734 2.32734  0.343
H 1.83672 6.38731 2.35484  0.557
H 1.58234 4.68486 1.65364  -0.035
H 0.18564 4.29164 3.89505  -0.199
H -1.72237 6.10792 3.06698  0.475
H -1.36694 4.73922 2.07746  0.018
H -0.71686 6.37445 1.75664  0.402
H 1.35050 6.31525 4.77942  0.242
H -0.29080 6.34928 5.06194  0.227
C 1.31826 -0.24230 -2.64608  -1.265
O 1.25724 0.69527 -1.61641  0.803
C 0.88157 0.02545 -0.38759  1.216
C 0.68522 1.06057 0.69407  0.010
C 2.01575 1.78279 0.92208  -0.617
N 0.15646 0.46604 1.90927  0.587
H 0.28236 -0.65012 -2.81202  -0.183
H 2.01171 -1.01868 -2.39142  0.513
H 1.67163 0.21138 -3.55507  0.552
H -0.02326 -0.54954 -0.64265  -0.922
H 1.61878 -0.77511 -0.19114  -0.169
H 0.07698 1.85226 0.29911  -0.518
H 2.29218 2.34900 -0.02946  -0.170
H 2.84513 1.07827 1.08820  -0.063
H 1.92653 2.46460 1.77211  0.132
H 0.85427 -0.15697 2.36577  0.135
H -0.68213 -0.12521 1.74839  -0.326
C 0.71234 -6.19005 2.45172  -0.984
O 1.02876 -4.78606 2.54412  -0.061
C 2.41444 -4.51775 2.38615  -1.205
C 2.57871 -3.02164 2.45550  2.315
C 4.03853 -2.60025 2.68566  -1.932
N 1.70029 -2.41787 3.47350  -0.116
H 1.39403 -6.71591 3.10923  0.398
H 0.82206 -6.58968 1.43861  0.294
H -0.31004 -6.32786 2.97136  0.229
H 3.01845 -5.04340 3.12833  0.397
H 2.75488 -4.87588 1.42847  0.315
H 2.32468 -2.60830 1.48514  -1.005
H 4.16735 -1.58028 2.49670  0.359
H 4.72627 -3.12732 1.97122  0.412
H 4.30350 -2.90246 3.67233  0.567
H 2.08762 -2.33006 4.38795  0.180
H 0.77069 -2.83174 3.53002  -0.042

Its energy above the lowest of the compared OMol25 structures with the same formula, charge and spin is 3.6089 eV. The gap between HOMO and LUMO comes out at 9.370 eV. Its spin multiplicity is 1. The largest force on an atom comes out at 4.01 eV Å⁻¹. The value obtained for the HOMO energy is -8.74 eV.



(4)
The following is a quantum chemistry calculation of a structure of composition C4H8N3 in a non-equilibrium geometry, from the OMol25 dataset.

Last column: Mulliken charge in e.
Positions of all 15 atoms, in Å:
C -0.73150 -2.07083 0.67635  -0.156
C 0.40576 1.07748 -0.71975  0.170
C 0.68617 -2.06038 0.09380  -0.340
C -0.06631 -1.09071 -0.86902  -0.023
N -1.18856 -1.11277 -0.09315  -0.425
N -0.70479 1.43082 -0.15451  -0.257
N 1.43557 1.84690 -0.95047  -0.309
H -1.40597 -2.57177 1.36939  0.402
H 1.41621 -1.47899 0.71595  0.236
H 1.36453 -2.92130 -0.34347  0.319
H -0.27068 -1.18642 -1.93620  0.348
H -1.47257 0.79015 -0.20970  0.314
H -1.07196 2.37817 0.01549  0.251
H 2.37702 1.50604 -1.14350  0.251
H 1.36373 2.73100 -0.61348  0.219

Its energy above the lowest of the compared OMol25 structures with the same formula, charge and spin is 5.0065 eV. The gap between HOMO and LUMO comes out at 10.143 eV. Its spin multiplicity is 1. The largest force on an atom comes out at 3.97 eV Å⁻¹. The value obtained for the HOMO energy is -14.42 eV. As for the net charge: +1.